[1]
C6H6AlCl2EuO4 as an isolated structure at a distorted geometry. Source: the OMol25 dataset; level of theory: the ωB97M-V functional and the def2-TZVPD basis.

Values from the calculation:
total charge: +4
<S²>: 12.023
HOMO-LUMO gap (alpha / beta): 4.11 / 7.56 eV
2S+1: 7
highest occupied orbital energy (alpha / beta): -0.9221 / -0.9221 Ha

Atoms and positions in Å:
Eu -3.49 1.28 -1.74
Al -0.51 0.08 -0.09
Cl -1.86 1.65 0.70
Cl -0.90 0.09 -2.23
C -0.27 -2.10 0.07
C -5.34 1.78 0.22
C -5.26 -0.56 -2.06
O 0.09 -3.15 -0.27
O -5.98 1.97 1.16
O -5.92 -1.48 -2.26
C 2.62 -0.27 1.86
C 2.43 0.12 0.46
C 3.55 0.29 -0.47
O 1.25 0.42 0.03
H 3.70 -0.29 2.09
H 2.20 -1.27 2.10
H 2.13 0.44 2.54
H 3.55 -0.47 -1.27
H 3.51 1.27 -0.94
H 4.50 0.19 0.08

Results of the Mulliken charge analysis, in e, for atoms 1 through 8: atom 1 (Eu): 1.981, atom 2 (Al): 0.978, atom 3 (Cl): -0.151, atom 4 (Cl): -0.147, atom 5 (C): 0.441, atom 6 (C): 0.012, atom 7 (C): -0.130, atom 8 (O): 0.020

[2]
One molecule with the formula C16H14N2O5. Source: the OMol25 dataset; level of theory: the ωB97M-V functional and the def2-TZVPD basis.

Values from the calculation:
relative energy (zero: lowest compared OMol25 entry of this formula, charge and spin): 0.0000 eV
HOMO-LUMO gap: 8.99 eV
SMILES string: NC(=O)NC(=O)COC(=O)c1ccccc1Oc1ccccc1
2S+1: 1
highest occupied orbital energy: -0.3209 Ha

Atoms and positions in Å:
N 2.64 -3.11 4.18
C 1.48 -2.84 3.56
O 0.39 -2.82 4.07
N 1.60 -2.56 2.17
C 2.71 -2.55 1.40
O 3.83 -2.79 1.79
C 2.45 -2.19 -0.06
O 1.09 -1.98 -0.34
C 0.72 -0.72 -0.72
O 1.52 0.17 -0.84
C -0.73 -0.65 -0.98
C -1.47 -1.80 -1.24
C -2.81 -1.73 -1.52
C -3.45 -0.50 -1.53
C -2.75 0.65 -1.26
C -1.38 0.60 -0.99
O -0.66 1.69 -0.63
C -1.00 2.94 -1.09
C -1.42 3.18 -2.39
C -1.67 4.47 -2.80
C -1.49 5.54 -1.94
C -1.04 5.30 -0.64
C -0.80 4.01 -0.22
H 2.62 -3.31 5.16
H 3.50 -3.10 3.65
H 0.71 -2.37 1.72
H 3.03 -1.29 -0.30
H 2.82 -3.01 -0.68
H -0.96 -2.75 -1.23
H -3.37 -2.63 -1.73
H -4.51 -0.44 -1.74
H -3.25 1.61 -1.25
H -1.55 2.35 -3.07
H -2.00 4.65 -3.82
H -1.68 6.54 -2.27
H -0.89 6.13 0.03
H -0.45 3.81 0.78

Results of the Mulliken charge analysis, in e, for atoms 1 through 8: atom 1 (N): -0.287, atom 2 (C): 0.371, atom 3 (O): -0.620, atom 4 (N): -0.071, atom 5 (C): 0.716, atom 6 (O): -0.721, atom 7 (C): -0.462, atom 8 (O): -0.322

[3]
C16H12N3O5W as an isolated structure. Source: the OMol25 dataset; level of theory: the ωB97M-V functional and the def2-TZVPD basis.

Values from the calculation:
total charge: +3
HOMO-LUMO gap: 5.87 eV
2S+1: 1
highest occupied orbital energy: -0.7095 Ha

Atoms and positions in Å:
W -0.52 -1.18 0.19
C -1.77 2.68 0.61
C -1.17 1.41 1.03
N -0.19 0.78 0.41
N -0.04 0.58 -0.95
C 1.25 -0.02 -1.16
O 1.32 -1.12 -0.38
C 2.17 0.35 -2.10
C 1.94 1.53 -2.89
C 2.88 1.90 -3.81
C 4.04 1.12 -3.97
C 4.28 -0.03 -3.20
C 3.36 -0.43 -2.28
C -1.57 0.63 2.21
C -2.29 1.09 3.28
C -2.52 0.21 4.36
C -2.05 -1.09 4.29
C -1.39 -1.52 3.14
N -1.14 -0.68 2.13
H -1.64 2.84 -0.46
H -1.22 3.49 1.12
H -2.81 2.75 0.90
H 1.03 2.10 -2.76
H 2.73 2.78 -4.43
H 4.78 1.43 -4.70
H 5.19 -0.60 -3.36
H 3.52 -1.31 -1.68
H -2.66 2.10 3.31
H -3.07 0.55 5.23
H -2.20 -1.78 5.11
H -1.05 -2.54 3.03
O -2.51 -1.62 -0.09
C -1.97 -2.52 -0.86
O -1.13 -2.07 -1.68
C -1.45 -3.81 -0.10
O -1.68 -4.94 -0.08
O -0.48 -3.05 0.62

Results of the Mulliken charge analysis, in e, for atoms 1 through 8: atom 1 (W): 1.570, atom 2 (C): -1.389, atom 3 (C): 0.510, atom 4 (N): 0.081, atom 5 (N): -0.438, atom 6 (C): 1.096, atom 7 (O): -0.668, atom 8 (C): 0.372